# 1
# C22H23BrCsN7O2S2

A structure of composition C22H23BrCsN7O2S2 (ωB97M-V with the def2-TZVPD basis set, OMol25).

As for the energy relative to the best compared isomer or geometry (same formula, charge and spin): 12.5 kcal/mol. Its LUMO energy is -0.17 eV. Its strongest force on any atom is 0.2 eV/Å. The calculation puts the HOMO-LUMO gap at 6.4 eV. Its energy is -4776.410395 Ha.

Geometry (Å):
Cs 3.3428 0.0977 -0.5324
C 3.3402 -5.4875 2.3959
C 4.4591 -4.5179 2.3751
N 5.4896 -4.5324 3.1505
N 6.2297 -3.4531 2.7492
C 5.6895 -2.7485 1.7387
S 6.3030 -1.3965 0.9915
N 4.5292 -3.4518 1.4965
N 3.6160 -3.1123 0.5104
H 3.5293 -6.2182 3.1774
H 3.2506 -6.0045 1.4395
H 2.3912 -4.9895 2.5998
H 7.0991 -3.2314 3.2005
H 3.5988 -3.8233 -0.2100
H 2.6867 -2.9855 0.8966
Br -6.1947 4.0598 -2.3490
C -5.8568 2.3082 -1.7023
C -4.9653 1.4919 -2.3822
C -4.7039 0.2225 -1.8985
C -5.3343 -0.2288 -0.7419
C -6.2617 0.5801 -0.1017
C -6.5125 1.8623 -0.5688
N -5.1703 -1.5787 -0.2890
N -4.0513 -2.0537 -0.0258
C -2.8720 -1.2772 0.0380
C -2.7908 0.0017 0.5698
C -1.5928 0.6846 0.6726
C -0.3716 0.1462 0.2103
O 0.7187 0.7853 0.2339
C -0.4378 -1.2319 -0.2948
N 0.7232 -1.7966 -0.7103
C 0.7004 -3.0292 -1.1624
C -0.4634 -3.8122 -1.2300
C -1.6459 -3.2583 -0.8280
C -1.6697 -1.9288 -0.3475
H -4.4757 1.8485 -3.2778
H -3.9978 -0.4186 -2.4102
H -6.7754 0.2022 0.7730
H -7.2182 2.5055 -0.0617
H -3.6868 0.4784 0.9438
H -1.5671 1.6715 1.1181
H 1.6453 -3.4351 -1.5209
H -0.4169 -4.8262 -1.6049
H -2.5726 -3.8140 -0.8699
O 3.4403 3.1771 -0.3836
S 2.2589 3.6718 0.4161
C 2.4390 5.4756 0.5395
C 1.8435 6.0675 -0.7298
C 0.5377 5.3029 -0.9373
C 0.8775 3.8242 -0.7677
H 3.4997 5.6713 0.6888
H 1.8866 5.7859 1.4295
H 2.5240 5.8885 -1.5652
H 1.6886 7.1435 -0.6461
H 0.0958 5.4953 -1.9152
H -0.1934 5.6072 -0.1845
H 1.3031 3.3951 -1.6760
H 0.0617 3.1894 -0.4297

Force components x, y, z for each atom (eV/Å):
Cs 0.062 0.112 -0.045
C -0.029 -0.008 0.016
C 0.025 0.046 -0.047
N 0.024 -0.011 0.023
N -0.051 0.020 -0.028
C 0.000 -0.040 0.004
S -0.050 -0.045 0.012
N -0.014 0.016 0.036
N 0.037 0.059 -0.004
H -0.001 -0.004 -0.006
H 0.002 -0.002 0.000
H 0.000 0.002 -0.002
H 0.001 0.003 0.001
H -0.018 -0.014 0.012
H -0.010 -0.003 -0.002
Br 0.000 -0.008 -0.002
C 0.001 0.013 -0.007
C 0.000 -0.014 0.002
C -0.011 0.015 -0.016
C -0.001 0.016 0.010
C -0.003 0.004 0.002
C -0.008 0.001 0.000
N -0.027 -0.028 -0.007
N 0.059 0.003 -0.014
C -0.102 0.025 0.047
C 0.017 -0.027 -0.018
C -0.013 -0.003 0.002
C 0.156 0.066 0.004
O -0.014 -0.033 0.008
C -0.007 0.002 -0.007
N 0.082 -0.039 0.026
C 0.016 0.022 -0.031
C -0.036 0.002 0.005
C 0.012 -0.012 -0.009
C 0.027 0.011 -0.004
H -0.004 0.003 0.000
H -0.001 -0.005 0.004
H -0.005 0.006 0.001
H -0.003 -0.006 0.007
H -0.007 -0.003 -0.001
H 0.006 0.000 -0.001
H -0.022 -0.006 0.007
H 0.007 0.000 -0.004
H -0.003 -0.002 0.003
O -0.200 -0.034 0.061
S 0.126 -0.112 0.024
C 0.025 0.043 -0.069
C -0.018 -0.031 0.007
C 0.036 0.011 0.013
C -0.029 0.025 -0.016
H -0.007 -0.017 0.023
H -0.011 0.006 -0.008
H -0.018 0.004 -0.012
H 0.007 0.002 0.013
H -0.007 -0.023 -0.003
H 0.004 0.019 0.000
H -0.023 -0.016 -0.003
H 0.022 -0.014 -0.005

***

# 2
# C3H4N4O2S

The molecule C3H4N4O2S (ωB97M-V with the def2-TZVPD basis set, OMol25).

As for the energy relative to the best compared isomer or geometry (same formula, charge and spin): 107.0 kcal/mol. The SMILES is CC(n1cnnn1)=S(=O)=O. Its LUMO energy (alpha / beta) is -1.86 / -1.86 eV. Its strongest force on any atom is 3.0 eV/Å. The calculation puts the HOMO-LUMO gap (alpha / beta) at 7.3 / 7.3 eV. Its energy is -884.239561 Ha.

Geometry (Å):
C -0.3659 0.4113 1.7808
C 0.0732 0.1345 0.4758
N -0.2822 0.6935 -0.6301
C 0.1426 0.1893 -1.9046
N -0.5621 0.8177 -2.7770
N -1.5286 1.5110 -2.0759
N -1.3827 1.4539 -0.8567
S 0.9725 -1.9051 0.5255
O 1.8700 -1.7343 -0.5847
O 1.6431 -2.1487 1.7803
H -0.9764 -0.4628 2.1214
H -0.9710 1.2767 1.8824
H 0.4797 0.3411 2.3638
H 0.8877 -0.5779 -2.1008

Force components x, y, z for each atom (eV/Å):
C -2.936 -0.297 -0.162
C 1.688 -1.650 0.351
N 0.962 -2.352 -1.223
C -0.592 1.616 -0.218
N 0.292 -1.306 -0.263
N -0.833 1.139 -1.116
N -0.540 0.981 0.870
S -0.293 -0.633 -0.136
O 0.608 -0.108 -1.035
O -0.301 0.628 0.455
H 0.385 0.404 -0.307
H -0.419 0.989 0.458
H 1.926 0.165 1.811
H 0.051 0.425 0.516